ORCA calculation (wB97M-V/def2-TZVPD) on a 2-piece molecular cluster, C27H25BrF6N3O10S2 overall.

```
74
Properties=species:S:1:pos:R:3
C 2.895 -4.040 -0.343
O 4.124 -3.507 -0.950
C 3.830 -2.368 -1.863
C 2.930 -1.285 -0.973
C 1.301 -1.206 -1.337
C 0.333 -0.198 -0.472
C 0.953 0.747 0.752
C 2.560 0.634 1.056
C 3.259 1.531 2.255
C 3.542 0.612 3.623
F 2.534 0.928 4.693
C 3.607 -0.367 0.221
C 5.207 -0.491 0.564
C 6.195 0.382 -0.414
N 5.530 0.956 -1.647
C -0.134 1.674 1.564
O 0.118 1.923 2.856
C -1.510 2.221 0.787
C -2.270 3.632 1.242
Br -1.592 4.824 2.737
C -3.657 4.091 0.453
C -4.519 5.464 0.867
C -5.993 5.079 1.513
C -5.913 4.189 2.887
C -5.782 2.568 2.653
O -6.447 2.065 1.437
C -6.102 0.643 1.273
O -6.757 -0.292 2.012
C -4.242 3.162 -0.809
N -5.511 3.669 -1.459
C -5.252 4.547 -2.490
O -4.994 5.684 -3.194
C -3.514 1.746 -1.300
C -4.039 0.798 -2.529
F -5.073 1.403 -3.399
F -2.892 0.443 -3.447
F -4.648 -0.479 -1.999
C -2.147 1.292 -0.450
C -1.312 -0.112 -0.758
O -1.872 -1.249 -1.200
H 1.949 -3.953 -1.058
H 2.640 -3.529 0.689
H 3.052 -5.188 -0.108
H 3.255 -2.725 -2.820
H 4.888 -1.932 -2.174
H 0.852 -1.894 -2.181
H 2.684 2.515 2.520
H 4.346 1.823 1.864
H 3.623 -0.535 3.389
H 4.604 0.932 4.054
H 5.500 -1.637 0.465
H 5.484 -0.195 1.684
H 6.698 1.223 0.238
H 7.079 -0.347 -0.744
H 4.737 1.599 -1.417
H 5.260 0.217 -2.334
H -4.762 6.022 -0.158
H -3.922 6.184 1.570
H -6.699 4.566 0.731
H -6.516 6.115 1.794
H -6.922 4.376 3.490
H -4.993 4.493 3.584
H -6.119 1.928 3.578
H -4.619 2.351 2.503
H -5.245 0.225 0.574
N 3.464 -8.121 -3.618
S 2.166 -7.969 -2.747
O 2.127 -6.876 -1.782
O 1.462 -9.187 -2.363
F 1.164 -7.402 -3.862
S 4.686 -8.602 -2.754
O 5.978 -8.445 -3.420
O 4.551 -9.842 -1.999
F 4.801 -7.505 -1.601
```

As for the orbital gap: 6.0 eV. As for the largest force on an atom: 11.31 eV/A. Its charge is -1.

***

ORCA calculation (wB97M-V/def2-TZVPD) on C27H25Cl3F2O3SiTi as an isolated structure.

```
62
Properties=species:S:1:pos:R:3
Ti -1.374 0.569 -1.099
C 2.942 -1.819 2.118
C 2.254 -1.239 0.876
C 2.525 -2.137 -0.338
C 2.800 0.169 0.603
Si 0.416 -1.169 1.151
O -0.264 -0.416 -0.201
C -0.360 -2.853 1.247
C -1.191 -3.294 0.213
C -1.799 -4.541 0.257
C -1.572 -5.381 1.337
C -0.733 -4.975 2.366
C -0.134 -3.723 2.321
C -0.102 -0.098 2.589
C 0.120 1.285 2.525
C -0.330 2.135 3.525
C -1.015 1.617 4.617
C -1.249 0.253 4.702
C -0.799 -0.593 3.695
H 4.027 -1.797 1.977
H 2.660 -2.859 2.294
H 2.717 -1.245 3.022
H 3.605 -2.213 -0.507
H 2.079 -1.730 -1.249
H 2.138 -3.148 -0.195
H 3.863 0.105 0.347
H 2.715 0.815 1.480
H 2.291 0.656 -0.233
H -1.374 -2.660 -0.647
H -2.451 -4.848 -0.551
H -2.045 -6.354 1.375
H -0.547 -5.632 3.206
H 0.520 -3.431 3.135
H 0.643 1.719 1.680
H -0.148 3.200 3.449
H -1.368 2.278 5.398
H -1.792 -0.153 5.545
H -1.023 -1.649 3.764
C -0.201 1.248 -2.578
C 0.344 2.109 -3.243
C 1.013 3.108 -4.026
C 1.395 4.312 -3.433
C 2.044 5.279 -4.184
C 2.315 5.054 -5.527
C 1.935 3.857 -6.120
C 1.285 2.886 -5.376
H 1.175 4.476 -2.386
H 2.338 6.210 -3.720
H 2.822 5.811 -6.111
H 2.145 3.680 -7.167
H 0.984 1.951 -5.831
Cl -5.522 -1.865 0.388
C -4.419 -0.676 -0.249
Cl -5.270 0.812 -0.656
Cl -3.145 -0.318 0.980
C -3.634 -1.223 -1.478
O -3.821 -2.317 -1.900
O -2.753 -0.338 -1.940
F -0.772 3.269 -0.158
C -1.850 2.427 -0.250
F -2.543 2.756 -1.421
H -2.506 2.650 0.593
```

As for the orbital gap: 8.2 eV. As for the largest force on an atom: 1.18 eV/A. Its charge is 0. As for the energy above the lowest of the compared OMol25 structures with the same formula, charge and spin: 0.0000 eV.

***

ORCA calculation (wB97M-V/def2-TZVPD) on C27H25Cl6N3O4S2Tl as an isolated structure.

```
68
Properties=species:S:1:pos:R:3
Tl 0.402 0.088 -0.630
C -1.520 2.134 1.287
C -0.790 1.349 2.271
C 0.517 1.264 1.900
C 0.668 1.943 0.590
C -0.666 2.519 0.298
C -0.925 3.384 -0.895
C 1.933 2.699 0.255
C 1.667 0.639 2.627
C -1.454 0.695 3.442
C -2.992 2.389 1.383
H -0.493 4.379 -0.759
H -1.994 3.505 -1.079
H -0.470 2.969 -1.799
H 1.999 3.601 0.874
H 1.966 3.001 -0.792
H 2.814 2.087 0.456
H 2.331 1.410 3.032
H 2.267 0.007 1.970
H 1.325 0.027 3.462
H -1.911 1.429 4.111
H -0.750 0.104 4.027
H -2.255 0.023 3.113
H -3.246 2.902 2.315
H -3.561 1.453 1.371
H -3.352 3.000 0.556
Cl -2.874 0.363 -1.547
C -2.620 -0.892 -0.375
C -1.327 -1.203 0.014
C -1.174 -2.200 0.968
Cl 0.425 -2.590 1.513
C -2.258 -2.883 1.512
Cl -2.025 -4.117 2.691
C -3.546 -2.548 1.101
Cl -4.904 -3.370 1.770
C -3.733 -1.544 0.153
Cl -5.329 -1.114 -0.338
Cl 3.172 -3.997 -2.585
C 2.413 -2.485 -2.028
C 3.010 -1.914 -0.740
O 3.960 -2.439 -0.185
O 2.430 -0.831 -0.351
H 1.354 -2.694 -1.880
H 2.518 -1.749 -2.825
N 6.254 -2.266 -2.274
C 5.569 -1.135 -2.720
C 5.285 -0.103 -1.818
C 4.524 0.975 -2.211
C 4.060 1.063 -3.519
C 4.397 0.085 -4.444
C 5.156 -1.006 -4.046
S 2.820 2.261 -3.889
O 2.636 2.274 -5.325
O 3.148 3.493 -3.225
N 1.547 1.636 -3.133
C 0.920 0.592 -3.648
S 0.890 0.040 -5.315
C -0.145 -1.281 -4.864
C -0.418 -1.235 -3.550
N 0.180 -0.201 -2.868
H 5.960 -2.518 -1.336
H 6.109 -3.059 -2.881
H 5.604 -0.200 -0.789
H 4.245 1.739 -1.497
H 4.038 0.170 -5.460
H 5.388 -1.792 -4.755
H -0.487 -2.002 -5.585
H -1.041 -1.930 -3.004
```

As for the orbital gap: 7.5 eV. As for the largest force on an atom: 0.18 eV/A. Its charge is -1. As for the energy above the lowest of the compared OMol25 structures with the same formula, charge and spin: 0.0000 eV.

***

Result set for HOMO level: -6.905, -8.761, -5.427 eV, one per record in the order listed.